[1]
Entry from OMol25: a molecular structure, C13H16CuInN3O3 at a distorted geometry (ωB97M-V with the def2-TZVPD basis set).

Summary:
Kohn-Sham gap (spin up / spin down), eV: 3.8 / 3.8
Spin multiplicity: 2
LUMO level (spin up / spin down), eV: -16.880 / -16.880
ΔE to the lowest compared entry with this formula, charge and spin, kcal/mol: 39.4
Molar mass, u: 440.653
Net charge: +4
Highest occupied orbital energy (spin up / spin down), eV: -20.65 / -20.65

Geometry (Å):
Cu 1.895 4.589 -0.740
In -0.054 -0.425 -4.501
O 0.998 0.596 -1.895
C 0.582 1.919 -1.986
O 0.979 2.734 -1.087
O -0.134 2.142 -2.938
H 1.445 0.626 -1.039
N 3.364 0.717 1.530
C 2.639 -0.174 2.283
C 3.325 -1.424 2.219
C 4.352 -1.312 1.323
C 4.389 0.055 0.931
H 3.060 1.652 1.277
H 1.850 0.246 2.888
H 3.032 -2.274 2.818
H 4.994 -2.130 1.037
H 5.055 0.631 0.301
N -0.745 -2.426 -1.131
C -1.387 -1.226 -1.005
C -2.637 -1.376 -1.682
C -2.715 -2.623 -2.230
C -1.456 -3.239 -1.954
H 0.124 -2.647 -0.667
H -0.992 -0.406 -0.434
H -3.342 -0.581 -1.874
H -3.468 -3.058 -2.869
H -1.131 -4.265 -2.092
N -1.690 1.509 2.251
C -1.744 2.322 1.085
C -2.806 1.863 0.334
C -3.277 0.686 0.877
C -2.540 0.494 2.122
H -1.127 1.751 3.056
H -1.037 3.126 0.933
H -3.044 2.104 -0.693
H -4.074 0.011 0.605
H -2.684 -0.189 2.950

=====

[2]
Entry from OMol25: a molecular structure, C51H48INOP3STi (ωB97M-V with the def2-TZVPD basis set).

Summary:
Kohn-Sham gap, eV: 4.8
LUMO level, eV: -9.529
ΔE to the lowest compared entry with this formula, charge and spin, kcal/mol: 0.0
Molar mass, u: 990.711
Net charge: +3
Highest occupied orbital energy, eV: -14.32

Geometry (Å):
Ti 0.650 -0.127 1.132
I 1.522 -1.152 3.703
C -0.251 -1.798 4.614
C -0.400 -1.331 5.893
C -1.452 -1.801 6.695
C -2.276 -2.764 6.196
C -2.124 -3.258 4.877
C -2.973 -4.309 4.454
C -2.852 -4.841 3.209
C -1.940 -4.268 2.309
C -1.101 -3.226 2.648
P -0.184 -2.566 1.196
C 1.299 -3.558 0.946
C 1.721 -4.499 1.881
C 2.886 -5.218 1.652
C 3.626 -5.000 0.498
C 3.203 -4.064 -0.440
C 2.043 -3.343 -0.216
C -1.303 -2.899 -0.188
C -2.467 -2.134 -0.281
C -3.457 -2.483 -1.183
C -3.282 -3.588 -2.008
C -2.109 -4.327 -1.949
C -1.117 -3.988 -1.039
C -1.121 -2.740 4.001
H 0.304 -0.622 6.306
H -1.567 -1.428 7.703
H -3.062 -3.185 6.809
H -3.706 -4.691 5.153
H -3.471 -5.668 2.889
H -1.931 -4.661 1.303
H 1.142 -4.682 2.778
H 3.211 -5.957 2.372
H 4.529 -5.570 0.322
H 3.769 -3.911 -1.349
H 1.694 -2.641 -0.968
H -2.624 -1.288 0.380
H -4.366 -1.899 -1.241
H -4.063 -3.871 -2.702
H -1.973 -5.184 -2.595
H -0.222 -4.593 -0.970
C 4.430 5.329 -3.985
S 3.375 3.909 -3.636
C 1.844 4.776 -3.191
C 0.802 3.798 -2.652
C 1.294 3.074 -1.410
N 0.267 2.110 -0.881
P 0.367 0.437 -1.350
C 1.806 0.180 -2.399
C 1.717 0.570 -3.741
C 2.810 0.434 -4.579
C 3.993 -0.107 -4.096
C 4.082 -0.523 -2.774
C 2.996 -0.379 -1.927
C -1.022 0.144 -2.445
C -1.987 1.121 -2.671
C -2.990 0.897 -3.603
C -3.021 -0.293 -4.315
C -2.052 -1.266 -4.096
C -1.057 -1.056 -3.159
P -0.108 2.236 0.785
C -0.117 3.947 1.267
C 0.565 4.344 2.415
C 0.501 5.671 2.816
C -0.232 6.583 2.070
C -0.911 6.181 0.923
C -0.862 4.861 0.515
C -1.727 1.502 1.097
C -1.671 0.614 2.178
C -2.816 0.075 2.756
C -4.044 0.426 2.223
C -4.122 1.299 1.134
C -2.980 1.840 0.574
H 5.396 4.940 -4.298
H 4.562 5.944 -3.097
H 4.016 5.924 -4.797
H 1.442 5.277 -4.071
H 2.076 5.542 -2.447
H 0.547 3.071 -3.426
H -0.115 4.345 -2.418
H 1.525 3.798 -0.627
H 2.216 2.536 -1.623
H 0.793 0.971 -4.138
H 2.737 0.751 -5.610
H 4.845 -0.214 -4.754
H 4.999 -0.964 -2.404
H 3.071 -0.736 -0.911
H -1.922 2.073 -2.164
H -3.729 1.663 -3.796
H -3.790 -0.457 -5.058
H -2.068 -2.185 -4.666
H -0.294 -1.811 -3.009
H 1.142 3.631 2.990
H 1.026 5.992 3.704
H -0.277 7.617 2.383
H -1.481 6.901 0.351
H -1.392 4.549 -0.377
H -0.713 0.416 2.693
H -2.743 -0.596 3.601
H -4.954 0.033 2.657
H -5.092 1.580 0.746
H -3.065 2.546 -0.240
C 3.658 0.674 1.248
O 2.293 0.284 1.044
H 4.216 -0.194 1.598
H 3.681 1.474 1.985
H 4.060 1.022 0.298

=====

[3]
Entry from OMol25: a molecular structure, C12H16AgN2OSeSi at a distorted geometry (ωB97M-V with the def2-TZVPD basis set).

Summary:
Kohn-Sham gap, eV: 7.2
LUMO level, eV: 2.987
Molar mass, u: 419.187
Net charge: -1
Highest occupied orbital energy, eV: -4.19

Geometry (Å):
Ag -10.976 -1.188 8.482
O -12.090 0.136 9.946
C -13.012 0.081 10.828
C -13.321 1.236 11.562
C -14.445 1.315 12.407
C -15.247 0.245 12.592
C -14.916 -0.937 12.056
C -13.814 -1.063 11.157
C -13.431 -2.419 10.626
N -12.352 -2.670 9.854
C -12.450 -4.004 9.459
C -13.499 -4.642 10.068
N -14.149 -3.581 10.780
H -12.752 2.142 11.397
H -14.535 2.243 12.884
H -16.063 0.387 13.324
H -15.527 -1.778 12.468
H -11.581 -4.442 8.961
H -13.749 -5.656 10.293
H -14.933 -3.597 11.367
C -9.660 -1.957 3.574
Si -10.362 -1.851 5.312
C -11.448 -3.335 5.489
C -11.284 -0.250 5.006
Se -8.944 -1.797 7.134
H -10.415 -2.213 2.864
H -8.802 -2.619 3.450
H -9.382 -0.877 3.331
H -11.958 -3.502 4.620
H -11.930 -3.347 6.439
H -10.709 -4.234 5.651
H -11.747 -0.301 3.988
H -10.564 0.580 5.020
H -12.034 -0.040 5.734

=====

[4]
Entry from OMol25: 13 unconnected molecules or ions with the total composition C4H37N3O12 at a distorted geometry (ωB97M-V with the def2-TZVPD basis set).

Summary:
Kohn-Sham gap, eV: 8.5
LUMO level, eV: -0.248
ΔE to the lowest compared entry with this formula, charge and spin, kcal/mol: 154.9
Molar mass, u: 319.349
Highest occupied orbital energy, eV: -8.74

Geometry (Å):
C 1.452 -1.093 0.387
N 1.945 -0.696 -0.912
C 2.174 0.748 -1.029
N 1.060 1.621 -1.328
C 0.116 -1.780 0.475
N 0.235 -2.719 1.551
C 1.058 -3.918 1.404
H 1.698 -0.200 1.115
H 2.274 -1.542 0.793
H 1.336 -0.931 -1.661
H 2.897 1.063 -0.192
H 2.819 0.594 -1.942
H 0.126 1.217 -1.512
H 0.949 2.366 -0.778
H -0.748 -0.954 0.816
H -0.086 -2.357 -0.426
H -0.682 -2.925 1.988
H 1.049 -4.590 2.309
H 0.820 -4.430 0.469
H 2.098 -3.709 1.266
H 2.342 1.075 -3.731
H 0.985 1.080 -3.423
O 1.553 0.959 -4.237
H -1.217 2.230 -3.829
H -1.083 0.848 -4.376
O -1.774 1.346 -3.862
H 1.752 -1.161 4.677
H 1.160 0.081 3.871
O 1.549 -0.164 4.744
H -3.084 -0.137 -1.607
H -2.045 0.520 -2.418
O -2.149 0.135 -1.568
H 3.310 -0.026 3.706
H 3.943 -0.907 2.585
O 3.237 -0.390 2.898
H 1.547 2.657 -3.970
H 1.463 3.194 -2.688
O 1.419 3.536 -3.572
H -1.445 -0.949 2.080
H -2.727 -1.563 1.721
O -2.167 -1.608 2.428
H -2.653 3.856 1.994
H -2.711 2.534 1.325
O -2.788 3.431 1.200
H -1.962 -2.660 -3.372
H -2.682 -2.866 -2.251
O -1.805 -3.234 -2.525
H -3.037 -4.345 0.589
H -2.440 -3.058 0.748
O -2.915 -3.553 0.054
H -1.105 5.260 -0.250
H 0.146 5.241 -1.150
O -0.246 5.430 -0.219
H -2.151 2.011 3.468
H -0.929 2.699 4.112
O -1.881 2.732 4.058

=====

[5]
Entry from OMol25: 2 unconnected molecules or ions with the total composition C10H16 at a distorted geometry (ωB97M-V with the def2-TZVPD basis set).

Summary:
Kohn-Sham gap (spin up / spin down), eV: 10.3 / 6.5
Spin multiplicity: 2
LUMO level (spin up / spin down), eV: -4.342 / -8.093
ΔE to the lowest compared entry with this formula, charge and spin, kcal/mol: 2.2
Molar mass, u: 136.238
Net charge: +1
Highest occupied orbital energy (spin up / spin down), eV: -14.62 / -14.63

Geometry (Å):
C 2.337 1.086 -1.125
C 2.892 2.485 -0.888
H 1.259 1.139 -1.275
H 2.824 0.654 -1.994
H 2.563 0.458 -0.265
H 3.889 2.422 -0.474
H 2.345 3.022 -0.117
H 2.867 3.049 -1.805
C 0.207 -1.820 0.447
C 1.034 -1.321 1.642
C -1.013 -1.062 0.143
C -2.215 -1.745 -0.221
C -1.100 0.368 0.272
C -3.384 -1.079 -0.378
C -2.285 1.028 0.289
C -3.450 0.310 -0.072
H 0.864 -1.911 -0.430
H -0.056 -2.873 0.597
H 1.010 -0.265 1.778
H -2.201 -2.813 -0.390
H -0.177 0.884 0.507
H -4.297 -1.567 -0.689
H -2.301 2.079 0.539
H -4.413 0.785 -0.153
H 2.086 -1.545 1.480
H 0.718 -1.768 2.581

=====

[6]
Entry from OMol25: a molecular structure, C10H18F3N4O3RuS2 at a distorted geometry (ωB97M-V with the def2-TZVPD basis set).

Summary:
Kohn-Sham gap (spin up / spin down), eV: 5.8 / 6.2
Spin multiplicity: 2
LUMO level (spin up / spin down), eV: -9.189 / -8.707
Molar mass, u: 464.477
Net charge: +2
Highest occupied orbital energy (spin up / spin down), eV: -14.95 / -14.95

Geometry (Å):
Ru 0.203 -0.180 -0.670
N -1.651 -1.656 -0.187
C -2.692 -0.902 0.529
C -2.848 0.506 -0.054
N -1.615 1.305 0.005
C -1.326 1.985 1.276
C -0.642 1.071 2.298
N 0.451 0.354 1.648
H -1.379 -2.486 0.344
H -2.006 -1.963 -1.098
H -3.659 -1.412 0.450
H -2.427 -0.853 1.585
H -3.136 0.414 -1.106
H -3.654 1.021 0.482
H -1.663 2.017 -0.727
H -0.652 2.818 1.060
H -2.250 2.386 1.712
H -0.289 1.698 3.129
H -1.346 0.350 2.716
H 1.279 0.945 1.544
H 0.729 -0.464 2.188
F 3.356 -3.190 -1.043
C 2.427 -2.363 -1.423
F 1.946 -2.725 -2.620
F 1.356 -2.477 -0.562
S 2.817 -0.507 -1.533
O 1.681 -0.171 -2.424
O 4.098 -0.333 -2.087
O 2.513 -0.014 -0.198
S -1.086 0.454 -3.049
C -0.348 0.321 -4.598
N 0.649 -0.553 -4.836
C 1.227 -0.682 -6.034
C 0.803 0.077 -7.106
C -0.230 0.993 -6.908
C -0.811 1.108 -5.658
H 1.058 -1.028 -4.028
H 2.019 -1.411 -6.114
H 1.278 -0.037 -8.067
H -0.569 1.612 -7.727
H -1.616 1.803 -5.486

=====

[7]
Entry from OMol25: 2 unconnected molecules or ions with the total composition C2O3S at a distorted geometry (ωB97M-V with the def2-TZVPD basis set).

Summary:
Kohn-Sham gap, eV: 10.8
LUMO level, eV: 0.292
ΔE to the lowest compared entry with this formula, charge and spin, kcal/mol: 8.7
Molar mass, u: 104.086
Highest occupied orbital energy, eV: -10.47

Geometry (Å):
C 0.155 -1.293 -2.139
C -0.172 1.208 2.039
O 0.859 -1.662 -2.968
O 0.177 2.265 2.289
O -0.570 0.223 1.582
S -0.449 -0.741 -0.804

=====

[8]
Entry from OMol25: 6 unconnected molecules or ions with the total composition C32H58FNO5S at a distorted geometry (ωB97M-V with the def2-TZVPD basis set).

Summary:
Kohn-Sham gap, eV: 8.2
LUMO level, eV: 0.620
Molar mass, u: 587.883
Highest occupied orbital energy, eV: -7.55

Geometry (Å):
F 6.198 1.126 -3.826
C 5.046 1.551 -3.268
C 4.917 2.799 -2.708
C 3.734 3.194 -2.124
C 2.634 2.337 -2.094
C 2.779 1.096 -2.686
C 3.964 0.701 -3.275
S 1.415 -0.051 -2.693
C 0.023 1.061 -2.485
C -1.220 0.655 -2.888
C -2.327 1.491 -2.744
C -2.157 2.741 -2.187
C -0.864 3.130 -1.766
C 0.233 2.309 -1.916
N 1.472 2.807 -1.438
H 5.769 3.476 -2.691
H 3.685 4.192 -1.687
H 4.074 -0.285 -3.723
H -1.322 -0.350 -3.296
H -3.324 1.189 -3.058
H -2.973 3.448 -2.062
H -0.731 4.110 -1.303
H 1.439 3.817 -1.417
C -3.579 4.197 2.614
C -3.106 4.659 1.248
O -4.163 4.955 0.349
C -5.066 5.970 0.752
C -4.409 7.321 0.978
H -4.220 3.318 2.519
H -2.726 3.942 3.244
H -4.156 4.968 3.128
H -2.525 3.875 0.759
H -2.437 5.523 1.343
H -5.620 5.653 1.642
H -5.797 6.059 -0.053
H -3.679 7.291 1.788
H -5.161 8.067 1.236
H -3.888 7.648 0.076
C 5.091 3.626 3.982
C 5.004 4.630 2.845
O 4.770 4.041 1.579
C 3.572 3.296 1.443
C 2.314 4.113 1.689
H 5.872 2.890 3.782
H 5.320 4.135 4.919
H 4.156 3.081 4.118
H 5.955 5.157 2.761
H 4.245 5.392 3.057
H 3.596 2.414 2.091
H 3.558 2.927 0.419
H 2.266 4.495 2.710
H 1.428 3.499 1.520
H 2.279 4.973 1.015
C 5.327 -5.320 -2.954
C 5.520 -4.676 -1.591
O 6.805 -4.115 -1.400
C 7.181 -3.086 -2.299
C 6.261 -1.878 -2.268
H 6.080 -6.092 -3.122
H 4.338 -5.774 -3.022
H 5.416 -4.594 -3.765
H 5.405 -5.437 -0.819
H 4.744 -3.924 -1.403
H 7.266 -3.484 -3.316
H 8.184 -2.778 -2.002
H 5.245 -2.131 -2.574
H 6.630 -1.105 -2.942
H 6.207 -1.464 -1.259
C -4.404 -3.681 -0.303
C -3.564 -2.538 -0.845
O -3.000 -2.796 -2.119
C -3.901 -3.049 -3.180
C -4.827 -1.887 -3.448
H -3.814 -4.598 -0.253
H -4.769 -3.443 0.697
H -5.271 -3.885 -0.935
H -2.723 -2.365 -0.173
H -4.140 -1.606 -0.865
H -4.455 -3.977 -2.996
H -3.294 -3.224 -4.069
H -5.470 -1.667 -2.594
H -5.475 -2.091 -4.302
H -4.234 -0.996 -3.661
C -2.411 -6.092 3.000
C -2.769 -5.473 4.340
O -4.038 -4.844 4.357
C -5.153 -5.671 4.075
C -5.321 -6.828 5.045
H -2.447 -5.339 2.210
H -1.407 -6.517 3.034
H -3.101 -6.891 2.722
H -2.044 -4.695 4.578
H -2.701 -6.216 5.142
H -5.104 -6.034 3.042
H -6.030 -5.025 4.135
H -4.476 -7.517 5.012
H -6.221 -7.395 4.804
H -5.405 -6.458 6.069

=====

[9]
Entry from OMol25: 2 unconnected molecules or ions with the total composition C3H9N2O2S at a distorted geometry (ωB97M-V with the def2-TZVPD basis set).

Summary:
Kohn-Sham gap (spin up / spin down), eV: 7.1 / 5.8
LUMO level (spin up / spin down), eV: 3.921 / 3.908
ΔE to the lowest compared entry with this formula, charge and spin, kcal/mol: 108.8
Molar mass, u: 137.184
Net charge: -1
Highest occupied orbital energy (spin up / spin down), eV: -3.14 / -1.91

Geometry (Å):
C 0.057 -0.169 -2.399
C -0.398 0.827 -1.387
C -0.623 0.207 0.068
N 1.077 0.975 1.405
N 0.665 0.024 0.564
O -1.198 -2.357 2.065
O 0.468 -1.218 3.642
S 0.247 -1.967 2.335
H 0.995 -0.575 -1.962
H -0.637 -1.039 -2.625
H 0.294 0.321 -3.348
H -1.514 1.281 -1.587
H 0.338 1.593 -1.380
H -1.405 0.921 0.720
H -1.022 -0.836 -0.117
H 2.019 0.901 1.649
H 0.637 1.112 2.354

=====

[10]
Entry from OMol25: a gas-phase ion, CH3ClNO2S (charge -1) at a distorted geometry (ωB97M-V with the def2-TZVPD basis set).

Summary:
Kohn-Sham gap, eV: 8.0
LUMO level, eV: 3.802
ΔE to the lowest compared entry with this formula, charge and spin, kcal/mol: 41.4
Molar mass, u: 128.560
Net charge: -1
Highest occupied orbital energy, eV: -4.17

Geometry (Å):
C 0.261 0.173 -0.208
N 1.423 0.476 0.419
O 2.183 -1.709 -0.888
O 3.988 -0.398 0.105
S 2.659 -0.953 0.292
Cl 1.887 2.224 -0.053
H -0.731 0.517 0.282
H 0.128 0.396 -1.257
H 0.234 -0.915 -0.280

=====

no.,E (eV)
1,-74118.90865
2,-127099.16654
3,-94957.64350
4,-33783.62054
5,-10620.77841
6,-55152.78080
7,-19052.41604
8,-59403.04482
9,-21165.48778
10,-30028.04928